(1)
The ion CH9N3PS with charge +1. Source: the OMol25 dataset; level of theory: ωB97M-V/def2-TZVPD.

Geometry (Å):
N1 2.150 0.457 -1.338
P1 1.187 0.533 -0.012
N2 1.929 -0.407 1.177
S1 -0.226 -1.062 -0.910
C1 -1.507 -0.732 0.323
N3 -2.123 0.740 0.032
H1 2.263 1.236 -1.947
H2 2.415 -0.456 -1.770
H3 1.503 -0.400 2.142
H4 2.823 -0.784 1.069
H5 -2.269 -1.401 0.083
H6 -1.148 -0.945 1.298
H7 -1.651 1.282 -0.752
H8 -3.157 0.687 -0.309
H9 -2.190 1.252 0.912

Force components x, y, z for each atom (eV/Å):
1.1665 -1.6536 -0.3414
-0.6960 -1.3505 0.1580
-2.4191 1.4815 1.0112
-0.2006 1.0300 0.8399
0.7378 0.9767 -2.8656
-1.9576 -0.7130 -0.6159
0.0966 0.4906 -0.1688
-0.2450 1.3000 0.5637
1.1098 0.0324 -1.6958
1.3759 -0.8097 -0.0219
-1.5142 -0.8841 -0.0903
0.0429 0.9316 1.2075
-0.0090 -0.9478 1.4723
2.1386 -0.3248 0.7541
0.3733 0.4407 -0.2072

Net charge ... +1
Relative energy (zero: lowest compared OMol25 entry of this formula, charge and spin) ... 55.5 kcal per mole
LUMO level ... -3.521 eV
Kohn-Sham gap ... 8.990 eV
Structure (SMILES) ... NP(N)SC[NH3+]
Spin multiplicity ... 1
E_tot ... -947.0678 Eh

For reference, the natural (NBO) charges in units of e are: N -1.199; P 1.125; N -1.185; S -0.146; C -0.360; N -0.740; H 0.426; H 0.416; H 0.419; H 0.417; H 0.234; H 0.237; H 0.466; H 0.449; H 0.441

(2)
A cluster of 2 separate species, CH9N4O in total. Source: the OMol25 dataset; level of theory: ωB97M-V/def2-TZVPD.

Geometry (Å):
C1 -0.563 -0.244 -0.505
N1 -0.696 -0.608 0.688
N2 -0.926 0.807 -2.634
N3 -1.334 0.113 -1.496
N4 1.276 -0.097 2.396
O1 0.991 -0.231 -0.948
H1 0.110 -0.581 1.381
H2 -1.532 -0.323 1.104
H3 -1.431 0.371 -3.404
H4 0.085 0.704 -2.648
H5 -2.220 -0.309 -1.604
H6 1.117 0.793 2.971
H7 1.545 -0.781 3.117
H8 2.153 0.047 1.890
H9 1.423 0.340 -0.307

Force components x, y, z for each atom (eV/Å):
6.3778 0.9788 -4.3817
-0.6647 -0.6324 1.5780
0.1603 0.2734 -0.0583
0.2357 -0.8182 1.2000
0.5563 1.1765 1.6965
-4.6598 0.1137 0.6878
0.5029 -0.0498 -0.0224
-1.8593 0.1080 0.9290
0.7396 0.1517 -0.1761
-0.0494 -0.0310 -0.7052
-1.2871 -0.2002 0.4619
0.2458 -1.4938 -1.2125
-0.2885 0.0966 -0.3497
-0.1502 0.1295 0.1455
0.1406 0.1973 0.2073

Net charge ... +1
Relative energy (zero: lowest compared OMol25 entry of this formula, charge and spin) ... 31.1 kcal per mole
LUMO level ... -3.317 eV
Kohn-Sham gap ... 10.318 eV
Spin multiplicity ... 1
E_tot ... -337.4599 Eh

For reference, the natural (NBO) charges in units of e are: C 0.781; N -0.750; N -0.597; N -0.394; N -1.075; O -0.721; H 0.460; H 0.412; H 0.382; H 0.402; H 0.427; H 0.403; H 0.404; H 0.385; H 0.482

(3)
The molecule CH9N4P. Source: the OMol25 dataset; level of theory: ωB97M-V/def2-TZVPD.

Geometry (Å):
C1 -0.422 -1.678 1.178
N1 0.451 -0.677 0.631
P1 -0.120 0.371 -0.657
N2 -0.990 -0.245 -1.766
N3 1.397 1.177 -1.255
N4 -0.874 1.568 0.155
H1 -1.373 -1.710 0.723
H2 0.016 -2.675 1.218
H3 -0.793 -1.525 2.184
H4 1.121 -0.309 1.215
H5 -0.411 -1.044 -2.202
H6 2.182 0.514 -1.095
H7 1.554 2.181 -1.044
H8 -0.758 1.670 1.180
H9 -0.978 2.381 -0.466

Force components x, y, z for each atom (eV/Å):
0.0838 -0.7329 1.1104
-1.9988 0.4945 -3.2195
3.0691 -0.1010 1.0298
1.0549 -1.9852 -0.5749
-1.1034 -1.5748 1.1283
-0.5734 1.0609 0.1764
-0.7541 -0.1670 -1.5147
0.0758 -0.0699 -0.4114
0.5772 0.6795 0.8002
1.6649 0.8799 1.4568
-1.3001 1.6350 0.5120
-0.4484 1.2836 -0.2626
0.0325 -1.4529 0.1448
-0.0563 0.1957 -1.5486
-0.3237 -0.1453 1.1733

Relative energy (zero: lowest compared OMol25 entry of this formula, charge and spin) ... 2.9 kcal per mole
LUMO level ... 0.741 eV
Kohn-Sham gap ... 9.554 eV
Structure (SMILES) ... CNP(=N)(N)N
Spin multiplicity ... 1
E_tot ... -603.8827 Eh

For reference, the natural (NBO) charges in units of e are: C -0.424; N -0.967; P 2.166; N -1.311; N -1.209; N -1.225; H 0.225; H 0.186; H 0.181; H 0.383; H 0.377; H 0.391; H 0.395; H 0.423; H 0.407

(4)
A cluster of 2 separate species, CH9N4P in total. Source: the OMol25 dataset; level of theory: ωB97M-V/def2-TZVPD.

Geometry (Å):
C1 0.970 -0.684 1.021
N1 -2.012 -0.533 -0.777
N2 3.265 0.504 -0.087
N3 -3.163 0.286 -0.420
N4 2.185 1.253 -0.238
P1 0.671 0.968 0.169
H1 0.024 -0.857 1.352
H2 1.718 -0.573 1.857
H3 1.343 -1.366 0.239
H4 -2.396 -1.287 -1.337
H5 -1.663 -0.988 0.049
H6 -3.636 0.416 -1.430
H7 3.124 -0.462 -0.011
H8 -2.936 1.097 0.059
H9 2.505 2.226 -0.445

Force components x, y, z for each atom (eV/Å):
2.8471 1.8985 -1.4969
0.4495 0.4342 -0.2698
1.2360 2.7994 -1.0242
-2.6578 -2.9687 -4.0577
3.9278 0.0489 0.3440
-2.3561 -0.5331 0.9561
-2.4862 -1.3450 1.1779
-0.6947 -0.0959 -0.8478
-0.4217 -0.2378 0.6252
0.0080 -0.0172 0.0779
-0.2039 -0.1778 0.4463
1.3393 0.5770 3.5238
-1.2006 -1.3970 0.4133
0.9385 2.0233 0.2443
-0.7250 -1.0089 -0.1124

Relative energy (zero: lowest compared OMol25 entry of this formula, charge and spin) ... 115.3 kcal per mole
LUMO level (alpha / beta) ... 0.552 / 0.339 eV
Kohn-Sham gap (alpha / beta) ... 7.827 / 8.062 eV
Spin multiplicity ... 1
E_tot ... -603.7035 Eh

For reference, the natural (NBO) charges in units of e are: C -0.944; N -0.676; N -0.555; N -0.695; N -0.589; P 0.671; H 0.209; H 0.244; H 0.226; H 0.344; H 0.331; H 0.351; H 0.313; H 0.354; H 0.415

(5)
A cluster of 2 separate species, CH9N5S in total. Source: the OMol25 dataset; level of theory: ωB97M-V/def2-TZVPD.

Geometry (Å):
C1 -0.197 -0.664 -0.491
N1 -0.363 1.377 1.745
N2 0.213 -1.846 -0.184
N3 0.657 1.038 1.025
N4 0.033 -2.965 -0.995
N5 0.739 2.007 -0.026
S1 -1.080 0.011 -1.736
H1 -1.045 2.103 1.495
H2 -0.728 0.670 2.372
H3 0.621 -2.118 0.657
H4 -0.458 -2.919 -1.846
H5 -0.189 -3.791 -0.419
H6 -1.253 -1.039 -2.594
H7 0.702 3.017 0.470
H8 1.608 1.990 -0.390
H9 -0.163 1.954 -0.711

Force components x, y, z for each atom (eV/Å):
-0.0249 -2.3192 0.0590
-2.0977 0.0754 0.9737
-2.0869 0.8362 -3.0529
1.2081 0.2708 -0.8608
1.1071 -1.1824 2.0760
-5.8405 3.3484 2.8435
-0.3119 -0.0222 -0.3938
0.4147 -0.0761 0.1457
0.2526 -0.0051 0.2328
1.2425 0.0762 1.9493
-0.7558 0.5887 -0.8901
0.0922 0.5648 -0.5625
0.1882 0.2258 0.1869
0.0033 -2.1209 -1.4323
3.7685 -0.5171 -2.4886
2.8405 0.2567 1.2140

Net charge ... +2
Relative energy (zero: lowest compared OMol25 entry of this formula, charge and spin) ... 0.0 kcal per mole
LUMO level (alpha / beta) ... -8.206 / -11.010 eV
Kohn-Sham gap (alpha / beta) ... 8.908 / 6.915 eV
Spin multiplicity ... 3
E_tot ... -714.5537 Eh

For reference, the natural (NBO) charges in units of e are: C 0.231; N -0.494; N -0.353; N -0.052; N -0.596; N -0.579; S 0.159; H 0.403; H 0.436; H 0.455; H 0.402; H 0.424; H 0.214; H 0.457; H 0.451; H 0.442

(6)
A cluster of 3 separate species, CH9NO3 in total. Source: the OMol25 dataset; level of theory: ωB97M-V/def2-TZVPD.

Geometry (Å):
N1 0.608 0.762 -0.951
C1 -0.659 0.652 -1.670
O1 -1.731 1.522 -1.382
H1 0.487 1.559 -0.263
H2 0.701 -0.142 -0.505
H3 -0.343 0.910 -2.720
H4 -1.135 -0.268 -1.871
H5 -1.544 2.244 -0.778
O2 -0.210 -2.346 1.529
H6 0.252 -3.084 1.167
H7 -0.522 -1.454 1.454
O3 1.181 0.194 1.804
H8 1.379 -0.695 1.486
H9 1.535 0.144 2.699

Force components x, y, z for each atom (eV/Å):
-1.6522 0.4264 1.0500
1.1097 2.5143 -3.6600
-0.5430 0.0535 0.7349
0.5946 -1.8042 -0.6524
0.4239 0.5504 0.8024
-0.4651 0.1151 0.4362
0.0025 -1.7897 0.9833
0.4516 -0.0647 0.0038
-0.6509 -0.7896 2.5433
0.1564 0.6392 -1.2998
0.4817 0.1096 -1.2877
0.2713 -0.2109 0.3849
-0.0638 -0.0248 -0.1156
-0.1167 0.2756 0.0766

Relative energy (zero: lowest compared OMol25 entry of this formula, charge and spin) ... 47.7 kcal per mole
LUMO level ... 0.506 eV
Kohn-Sham gap ... 9.631 eV
Structure (SMILES) ... NCO.O.O
Spin multiplicity ... 1
E_tot ... -323.8915 Eh

For reference, the natural (NBO) charges in units of e are: N -0.835; C 0.084; O -0.733; H 0.371; H 0.355; H 0.120; H 0.166; H 0.470; O -1.077; H 0.535; H 0.545; O -0.950; H 0.474; H 0.475

(7)
A cluster of 4 separate species, CH9NO4 in total. Source: the OMol25 dataset; level of theory: ωB97M-V/def2-TZVPD.

Geometry (Å):
N1 0.969 0.515 -1.100
C1 1.950 1.409 -1.019
O1 2.223 1.991 0.017
H1 0.639 -0.148 -1.799
H2 0.521 0.318 -0.223
H3 2.510 1.656 -1.937
O2 0.070 0.948 1.633
H4 0.998 1.079 1.960
H5 -0.050 1.783 1.107
O3 -1.457 -1.910 -1.278
H6 -1.471 -1.774 -0.308
H7 -1.449 -2.865 -1.486
O4 -1.756 -1.383 1.428
H8 -2.574 -0.904 1.245
H9 -1.122 -0.715 1.760

Force components x, y, z for each atom (eV/Å):
-1.2281 -1.2895 0.0593
0.6240 0.4682 -0.5095
0.0663 0.1876 0.2808
0.8004 0.7518 -0.3677
-0.0606 0.0262 0.4382
-0.2023 -0.3126 -0.0908
0.8223 1.3545 -0.0412
-1.0508 -0.2602 -0.4745
0.0921 -1.1092 0.7449
0.1656 -0.2940 -0.4239
0.0068 -0.5435 -0.2229
-0.0098 0.8365 0.5497
0.2277 0.3052 0.1040
0.1232 0.0253 0.1895
-0.3765 -0.1462 -0.2360

Relative energy (zero: lowest compared OMol25 entry of this formula, charge and spin) ... 12.0 kcal per mole
LUMO level ... 0.728 eV
Kohn-Sham gap ... 10.870 eV
Structure (SMILES) ... NC=O.O.O.O
Spin multiplicity ... 1
E_tot ... -399.2325 Eh

For reference, the natural (NBO) charges in units of e are: N -0.829; C 0.525; O -0.662; H 0.427; H 0.408; H 0.119; O -0.983; H 0.505; H 0.495; O -0.999; H 0.498; H 0.473; O -0.965; H 0.479; H 0.509

(8)
A cluster of 2 separate species, CH9NSi2 in total. Source: the OMol25 dataset; level of theory: ωB97M-V/def2-TZVPD.

Geometry (Å):
C1 0.674 -1.407 0.342
N1 -0.086 1.392 0.399
Si1 0.993 0.275 -0.466
Si2 -2.891 0.058 -0.228
H1 1.420 -2.185 0.001
H2 1.097 -1.350 1.428
H3 -0.376 -1.769 0.280
H4 0.331 2.294 0.445
H5 -0.334 1.140 1.331
H6 0.786 0.574 -1.852
H7 2.358 0.411 -0.114
H8 -1.838 -0.744 -0.942
H9 -2.133 1.312 -0.624

Force components x, y, z for each atom (eV/Å):
1.3161 -0.8240 0.8612
1.0058 -0.8373 -0.6826
-1.6213 -0.5625 2.0033
0.2283 0.4363 0.1028
-1.1017 0.6051 -0.3332
-1.2996 0.3646 -1.5015
0.9181 0.0134 0.2940
-0.0226 1.0358 0.0035
0.0065 -0.3058 0.7049
-0.0953 -0.1908 -0.9107
1.4715 0.5590 0.0529
-0.0129 -0.2091 -0.2450
-0.7929 -0.0847 -0.3496

Relative energy (zero: lowest compared OMol25 entry of this formula, charge and spin) ... 44.0 kcal per mole
LUMO level ... -0.729 eV
Kohn-Sham gap ... 7.732 eV
Spin multiplicity ... 1
E_tot ... -677.1287 Eh

For reference, the natural (NBO) charges in units of e are: C -1.120; N -1.258; Si 1.317; Si 0.527; H 0.248; H 0.245; H 0.243; H 0.382; H 0.378; H -0.191; H -0.228; H -0.304; H -0.238

(9)
A cluster of 2 separate species, CH9OSi2 in total. Source: the OMol25 dataset; level of theory: ωB97M-V/def2-TZVPD.

Geometry (Å):
C1 2.836 0.774 0.046
O1 1.900 -0.302 0.276
Si1 0.575 -1.120 0.105
Si2 -2.726 0.229 0.041
H1 2.529 1.774 0.655
H2 3.914 0.427 0.388
H3 2.813 0.816 -1.068
H4 0.574 -1.496 -1.359
H5 -2.528 1.463 0.756
H6 -0.237 -1.508 1.258
H7 -3.220 -0.645 1.160
H8 -3.397 0.111 -1.236
H9 -1.140 -0.219 -0.409

Force components x, y, z for each atom (eV/Å):
1.2907 0.7555 0.5720
-0.5122 0.1272 1.4073
0.1187 0.8150 -1.6838
1.1731 -1.0513 0.7582
0.6094 -2.5788 -1.7345
-2.4242 0.6610 -0.5747
0.3927 0.9375 0.9599
-0.4311 -0.4444 1.0310
0.1435 0.8206 -0.2944
0.4611 -0.3744 0.0054
0.3386 -0.1679 -0.7663
-0.1818 0.1592 -0.2429
-0.9785 0.3406 0.5629

Net charge ... +1
Relative energy (zero: lowest compared OMol25 entry of this formula, charge and spin) ... 11.1 kcal per mole
LUMO level ... -5.031 eV
Kohn-Sham gap ... 10.736 eV
Spin multiplicity ... 1
E_tot ... -697.3545 Eh

For reference, the natural (NBO) charges in units of e are: C -0.253; O -0.935; Si 1.591; Si 0.810; H 0.231; H 0.235; H 0.211; H -0.120; H -0.122; H -0.125; H -0.113; H -0.099; H -0.312

(10)
A cluster of 2 separate species, CH9P5 in total. Source: the OMol25 dataset; level of theory: ωB97M-V/def2-TZVPD.

Geometry (Å):
C1 1.359 -0.288 0.501
P1 1.352 -2.073 0.071
P2 1.258 0.882 -0.828
P3 -1.374 2.185 -0.006
P4 -1.597 -1.142 -0.524
P5 -1.534 0.344 1.112
H1 2.051 0.094 1.251
H2 2.795 -2.086 -0.183
H3 1.309 -2.543 1.411
H4 1.959 2.027 -0.328
H5 2.212 0.554 -1.621
H6 -2.710 2.060 -0.758
H7 -2.160 3.059 0.807
H8 -1.947 -2.224 0.102
H9 -2.973 -0.850 -1.007

Force components x, y, z for each atom (eV/Å):
0.1592 0.4396 -0.1501
0.6236 0.6889 0.1218
-2.6079 1.4994 1.4145
-2.4778 0.4977 -1.3956
-0.5897 3.5573 -2.6144
0.7021 -0.9443 0.6145
-0.6364 -0.4162 0.5199
-0.7805 -0.2885 0.4414
0.4552 -0.0881 -0.1383
-0.2791 -0.4564 0.1426
2.9258 -1.3373 -2.3718
1.8544 -0.1608 0.3811
0.4217 -0.3534 0.6249
-0.8420 -2.4485 1.9488
1.0715 -0.1895 0.4606

Relative energy (zero: lowest compared OMol25 entry of this formula, charge and spin) ... 66.9 kcal per mole
LUMO level (alpha / beta) ... -1.062 / -0.838 eV
Kohn-Sham gap (alpha / beta) ... 7.114 / 7.004 eV
Spin multiplicity ... 1
E_tot ... -1750.0524 Eh

For reference, the natural (NBO) charges in units of e are: C -0.849; P 0.290; P 0.361; P -0.031; P 0.018; P 0.041; H 0.216; H 0.004; H -0.013; H -0.011; H -0.045; H 0.025; H 0.011; H -0.026; H 0.010

Which formula does entry 9 have? CH9OSi2

E_tot of number 4 (CH9N4P)? -603.7035 Eh

Repeat the fifth record exactly.
A cluster of 2 separate species, CH9N5S in total. Source: the OMol25 dataset; level of theory: ωB97M-V/def2-TZVPD.

Geometry (Å):
C1 -0.197 -0.664 -0.491
N1 -0.363 1.377 1.745
N2 0.213 -1.846 -0.184
N3 0.657 1.038 1.025
N4 0.033 -2.965 -0.995
N5 0.739 2.007 -0.026
S1 -1.080 0.011 -1.736
H1 -1.045 2.103 1.495
H2 -0.728 0.670 2.372
H3 0.621 -2.118 0.657
H4 -0.458 -2.919 -1.846
H5 -0.189 -3.791 -0.419
H6 -1.253 -1.039 -2.594
H7 0.702 3.017 0.470
H8 1.608 1.990 -0.390
H9 -0.163 1.954 -0.711

Force components x, y, z for each atom (eV/Å):
-0.0249 -2.3192 0.0590
-2.0977 0.0754 0.9737
-2.0869 0.8362 -3.0529
1.2081 0.2708 -0.8608
1.1071 -1.1824 2.0760
-5.8405 3.3484 2.8435
-0.3119 -0.0222 -0.3938
0.4147 -0.0761 0.1457
0.2526 -0.0051 0.2328
1.2425 0.0762 1.9493
-0.7558 0.5887 -0.8901
0.0922 0.5648 -0.5625
0.1882 0.2258 0.1869
0.0033 -2.1209 -1.4323
3.7685 -0.5171 -2.4886
2.8405 0.2567 1.2140

Net charge ... +2
Relative energy (zero: lowest compared OMol25 entry of this formula, charge and spin) ... 0.0 kcal per mole
LUMO level (alpha / beta) ... -8.206 / -11.010 eV
Kohn-Sham gap (alpha / beta) ... 8.908 / 6.915 eV
Spin multiplicity ... 3
E_tot ... -714.5537 Eh

For reference, the natural (NBO) charges in units of e are: C 0.231; N -0.494; N -0.353; N -0.052; N -0.596; N -0.579; S 0.159; H 0.403; H 0.436; H 0.455; H 0.402; H 0.424; H 0.214; H 0.457; H 0.451; H 0.442

Which formula does entry 6 have? CH9NO3